1.
{"formula": "C4H5NO2", "method": "the ωB97M-V functional and the def2-TZVPD basis", "e_lumo_ev": [-0.63, -1.74], "fmax_ha_per_bohr": 0.059, "gap_ev": [9.08, 7.22], "energy_ev": -9804.1984, "de_lowest_kcal_mol": 233.3, "multiplicity": 1, "e_homo_ev": [-9.7, -9.0], "symbols": ["O", "O", "N", "C", "C", "C", "C", "H", "H", "H", "H", "H"], "coordinates": [[-2.23182, 1.33710, -0.75733], [-3.52068, 0.38940, 0.70645], [-2.52308, 0.42880, 0.01193], [0.35043, 1.27668, -0.03704], [-1.60147, -1.87796, 0.10414], [1.63549, 1.44992, 0.07899], [-1.62264, -0.59921, 0.03500], [2.08609, 0.47636, 0.34286], [-0.52090, 1.69596, -0.41055], [2.43484, 2.24636, 0.16949], [-0.77960, -2.52628, 0.36869], [-2.37674, -2.48335, -0.16640]], "mulliken_charge": [-0.569, -0.531, 0.845, -0.260, -0.742, -0.510, 0.255, 0.183, 0.497, 0.286, 0.236, 0.309]}

---

2.
{"formula": "C2BrF3I2", "method": "the ωB97M-V functional and the def2-TZVPD basis", "e_lumo_ev": -1.18, "fmax_ha_per_bohr": 0.085, "gap_ev": 8.56, "energy_ev": -96467.6334, "de_lowest_kcal_mol": 44.4, "multiplicity": 1, "e_homo_ev": -9.7, "symbols": ["I", "I", "Br", "F", "F", "F", "C", "C"], "coordinates": [[-0.66780, -2.60714, -0.13624], [2.34192, -0.68061, 0.19503], [-2.34172, 0.24679, 0.24630], [0.48146, 1.51832, -0.13617], [-0.07428, -0.54013, 1.92670], [0.44191, 0.09346, -1.80786], [-0.63928, -0.54301, 0.12859], [0.50867, 0.20748, -0.45463]], "mulliken_charge": [0.351, 0.209, 0.062, -0.188, -0.396, -0.198, -0.152, 0.312]}

---

3.
{"formula": "C7H25NO6", "method": "the ωB97M-V functional and the def2-TZVPD basis", "e_lumo_ev": 0.21, "fmax_ha_per_bohr": 0.159, "gap_ev": 8.38, "smiles": "C=CC/C(=C/N)CC.O.O.O.O.O.O", "energy_ev": -21435.5753, "de_lowest_kcal_mol": 96.0, "multiplicity": 1, "e_homo_ev": -8.2, "symbols": ["O", "O", "O", "O", "O", "O", "N", "C", "C", "C", "C", "C", "C", "C", "H", "H", "H", "H", "H", "H", "H", "H", "H", "H", "H", "H", "H", "H", "H", "H", "H", "H", "H", "H", "H", "H", "H", "H", "H"], "coordinates": [[2.16688, 0.62792, -3.20969], [1.51737, 4.50817, 0.30700], [-1.66202, -2.69002, 1.33818], [-1.35471, 3.81722, -0.40211], [-0.50310, 2.37542, 1.97591], [-1.16905, 0.44780, 3.35312], [1.72970, -1.19402, 1.75526], [1.19190, -2.30566, -0.91815], [0.46535, -1.09689, -0.23108], [-0.26208, -0.20920, -1.24262], [-1.27248, 0.81521, -0.72678], [-2.40945, 0.48992, -0.20243], [0.90735, -0.48436, 0.84916], [0.60922, -3.15549, -2.18484], [-3.09695, 1.27617, 0.12156], [-0.28666, -2.71895, -2.60337], [1.54407, -2.19656, 1.97352], [-0.75468, 2.10557, 2.87646], [0.51328, -4.20191, -1.67034], [1.51432, -3.09867, -0.10820], [-0.90510, 0.47637, 4.25078], [-1.07033, 1.83942, -0.86001], [-1.49185, 3.24089, 0.22057], [-1.68312, -3.68537, 1.31902], [-1.06076, 1.63726, 1.58725], [1.50795, 3.57280, 0.39899], [-3.00341, -0.43199, -0.00449], [-1.31513, 3.22491, -1.19831], [3.08793, 0.53422, -2.88536], [0.57284, 4.61901, 0.46538], [-0.78368, -0.94346, -1.91612], [2.13887, 0.34146, -4.16452], [2.15054, -1.73233, -1.19677], [1.35751, -3.08791, -3.05277], [-1.03754, -0.39516, 2.97528], [0.53831, 0.48898, 1.01000], [0.41113, 0.25560, -1.85914], [-0.75368, -2.33292, 1.23622], [1.95127, -0.73342, 2.62346]], "mulliken_charge": [-0.636, -0.650, -0.637, -0.618, -0.629, -0.622, -0.461, -0.694, 0.548, -0.719, -0.459, -0.669, -0.327, -0.869, 0.292, 0.371, 0.221, 0.341, 0.256, 0.300, 0.304, 0.143, 0.405, 0.286, 0.160, 0.299, 0.256, 0.513, 0.306, 0.346, 0.201, 0.303, 0.207, 0.202, 0.251, 0.529, 0.299, 0.395, 0.254]}

---

4.
{"formula": "C6H9NO", "method": "the ωB97M-V functional and the def2-TZVPD basis", "e_lumo_ev": 0.46, "fmax_ha_per_bohr": 0.101, "gap_ev": 9.07, "smiles": "N[C@H]1C=CC(CO)=C1", "energy_ev": -9902.4242, "de_lowest_kcal_mol": 73.3, "multiplicity": 1, "e_homo_ev": -8.6, "symbols": ["O", "N", "C", "C", "C", "C", "C", "C", "H", "H", "H", "H", "H", "H", "H", "H", "H"], "coordinates": [[3.05496, -0.14919, -0.61333], [-2.60765, -0.50828, 0.41139], [-0.99248, 1.17243, -0.28908], [0.26546, 1.27398, 0.13816], [0.80048, -0.16511, 0.16006], [-1.40726, -0.21984, -0.46257], [-0.18621, -1.08819, -0.26892], [2.13556, -0.37679, 0.61404], [-1.70731, 1.98570, -0.44862], [-1.69755, -0.42944, -1.56827], [0.78709, 2.22620, 0.53220], [2.32041, -1.47597, 0.99476], [-2.93121, -1.38079, 0.01581], [-3.32258, 0.30846, 0.34650], [3.11982, 0.79385, -0.40568], [2.42338, 0.17479, 1.50147], [-0.05489, -2.14181, -0.65793]], "mulliken_charge": [-0.470, -0.670, -0.505, -0.642, 0.862, 0.800, -1.012, -0.898, 0.349, 0.168, 0.277, 0.267, 0.275, 0.258, 0.312, 0.334, 0.297]}

---

5.
{"formula": "C44H26CuF9N2O2PS", "method": "the ωB97M-V functional and the def2-TZVPD basis", "e_lumo_ev": [-0.65, -0.68], "fmax_ha_per_bohr": 0.002, "gap_ev": [7.83, 7.88], "s_squared": 0.754, "energy_ev": -142350.8050, "de_lowest_kcal_mol": 0.0, "multiplicity": 2, "e_homo_ev": [-8.5, -8.6], "symbols": ["Cu", "S", "P", "F", "F", "F", "F", "F", "F", "F", "F", "F", "O", "O", "N", "N", "C", "C", "C", "C", "C", "C", "C", "C", "C", "C", "C", "C", "C", "C", "C", "C", "C", "C", "C", "C", "C", "C", "C", "C", "C", "C", "C", "C", "C", "C", "C", "C", "C", "C", "C", "C", "C", "C", "C", "C", "C", "C", "C", "C", "H", "H", "H", "H", "H", "H", "H", "H", "H", "H", "H", "H", "H", "H", "H", "H", "H", "H", "H", "H", "H", "H", "H", "H", "H", "H"], "coordinates": [[0.79918, 0.36222, -0.20164], [2.00407, -1.42263, 3.71211], [-1.73811, -1.06493, 0.30405], [-4.38622, -6.74007, 2.67712], [-4.31963, -0.88214, -5.88614], [-2.93692, 4.96216, 2.84682], [-3.65074, -2.93770, -5.85952], [-4.98603, 4.28558, 2.86498], [-2.99299, -6.37671, 4.29177], [-3.67652, 3.80899, 4.52090], [-5.59361, -2.41597, -5.05876], [-4.94822, -5.44866, 4.31332], [-0.48341, 1.27193, -1.37004], [-1.38636, 1.13727, -3.41788], [1.59477, -0.95569, 1.21875], [1.50173, -0.32865, -2.06355], [0.22301, 3.57887, 2.60594], [0.61601, -0.04613, -2.99255], [1.77575, -1.28806, -4.66191], [-4.39763, -1.00541, -2.87412], [-3.79577, -2.76965, 1.28302], [-3.27517, 2.66027, 1.09230], [4.91214, -2.49641, -3.06153], [-2.43521, -2.45549, 1.28333], [4.76175, -1.94112, -1.77231], [1.96929, -4.57205, 0.53869], [-3.31606, 2.66281, 2.48048], [2.33043, -4.10684, 2.88451], [0.21701, 2.87734, 1.40517], [2.26171, -5.00493, 1.83669], [1.61039, -0.37613, 2.38906], [-3.72811, 3.92177, 3.18362], [0.71031, -0.51462, -4.31793], [1.20226, 1.01734, 2.52038], [-4.31305, -2.00710, -5.14998], [-2.86535, 1.52764, 0.41241], [2.62179, -1.03878, -2.40309], [-1.56503, -3.22980, 2.03982], [-3.92033, -5.79361, 3.51578], [-1.92919, -2.06790, -2.22186], [-0.54244, 0.86298, -2.58293], [-2.47464, -2.32375, -3.46965], [-2.96282, 1.52957, 3.19273], [-2.51906, 0.37328, 1.11728], [2.10465, -2.76233, 2.60789], [0.70901, 1.58028, 1.33655], [-3.70759, -1.78397, -3.79330], [3.94674, -2.30564, -4.00730], [-3.38084, -4.61195, 2.76153], [2.78300, -1.56021, -3.70416], [1.83461, -2.31805, 1.30924], [-3.85245, -0.76512, -1.62511], [-2.60664, -1.28817, -1.28753], [3.64331, -1.22907, -1.44629], [0.72618, 2.99986, 3.76811], [-2.03268, -4.30804, 2.78322], [-4.26776, -3.84180, 2.01426], [1.21912, 1.70771, 3.73118], [-2.57295, 0.38836, 2.50898], [1.75596, -3.23687, 0.26326], [-0.19219, 3.34091, 0.51491], [-1.94014, -2.93003, -4.18772], [5.80279, -3.06247, -3.29935], [-5.32226, -4.08630, 2.00862], [2.42320, -6.05766, 2.02536], [1.60445, 1.24509, 4.63389], [1.88186, -1.68152, -5.66602], [3.51948, -0.79252, -0.46429], [-2.77184, 1.55985, -0.66353], [-3.53990, 3.55365, 0.54076], [-0.07714, -0.24036, -5.00500], [1.51430, -2.89951, -0.73512], [-2.29667, -0.49427, 3.07430], [0.72452, 3.55561, 4.69652], [-2.98521, 1.53584, 4.27342], [-4.48881, -2.17497, 0.70153], [2.53764, -4.44142, 3.89219], [-1.34642, -4.90700, 3.36565], [4.06049, -2.70941, -5.00586], [-5.36105, -0.58734, -3.13567], [-0.17683, 4.58493, 2.64396], [5.54284, -2.08153, -1.03672], [-0.95553, -2.47673, -1.97106], [-4.39966, -0.15595, -0.91775], [1.90225, -5.29807, -0.26065], [-0.50706, -3.00151, 2.04694]], "mulliken_spin": [0.690, 0.000, 0.018, 0.000, 0.000, 0.000, 0.000, 0.000, 0.000, 0.000, 0.000, 0.000, 0.032, 0.007, 0.015, 0.035, 0.014, -0.016, 0.000, 0.000, 0.000, 0.002, 0.000, -0.001, 0.000, -0.001, 0.001, 0.000, -0.054, 0.000, -0.007, 0.000, 0.003, -0.079, 0.000, -0.001, -0.003, 0.000, 0.000, 0.000, 0.010, 0.001, -0.001, -0.011, 0.003, 0.323, 0.000, 0.000, 0.000, 0.001, 0.010, 0.001, -0.002, -0.001, -0.008, 0.000, 0.000, 0.008, 0.007, -0.004, 0.008, 0.000, 0.000, 0.000, 0.000, -0.002, 0.000, 0.003, 0.003, 0.000, 0.000, -0.002, 0.000, 0.000, 0.000, 0.000, 0.000, 0.000, 0.000, 0.000, -0.001, 0.000, 0.000, 0.000, 0.000, -0.001]}

---

6.
{"formula": "C4H4NO3P", "method": "the ωB97M-V functional and the def2-TZVPD basis", "e_lumo_ev": 6.38, "fmax_ha_per_bohr": 0.063, "charge": -2, "gap_ev": 5.86, "smiles": "C=C(C#N)CP(=O)([O-])[O-]", "energy_ev": -21134.5264, "de_lowest_kcal_mol": 3.8, "multiplicity": 1, "e_homo_ev": 0.5, "symbols": ["P", "O", "O", "O", "N", "C", "C", "C", "C", "H", "H", "H", "H"], "coordinates": [[1.95880, -0.05656, 0.39268], [2.90791, 1.13101, 0.24310], [1.43685, -0.39789, 1.78254], [2.41966, -1.19452, -0.54479], [-2.43293, 1.90297, 0.92942], [-1.47703, -1.21077, -0.13952], [-0.97368, 0.00772, -0.01743], [-1.77410, 1.03639, 0.53081], [0.33916, 0.56120, -0.55577], [0.21286, 1.66439, -0.59090], [0.69496, 0.00691, -1.44910], [-2.41609, -1.50697, 0.25369], [-0.89639, -1.94389, -0.83473]], "mulliken_charge": [0.889, -0.816, -0.807, -0.823, -0.602, -0.912, 0.799, 0.137, -1.113, 0.366, 0.296, 0.351, 0.235]}